96
Properties=species:S:1:pos:R:3 method="wB97M-V/def2-TZVPD" charge=+2 max_force_ev_per_a=2.89 orbital_gap_ev="3.91 / 3.92" energy_ha=-6808.9623 de_lowest_kj_mol=173.4 multiplicity=1 e_lumo_ev="-7.73 / -7.73" homo_ev="-11.65 / -11.65"
Tc 0.3700 0.7381 -1.7170
C 1.6368 -3.8679 -7.1304
C 2.7402 -3.7130 -6.2901
C 2.6845 -2.8436 -5.2273
C 1.5051 -2.1317 -4.9349
C 1.4954 -1.1892 -3.8235
N 2.7108 -0.8814 -3.3904
C 3.1131 0.0711 -2.5992
C 4.5063 0.3082 -2.2343
C 5.6775 -0.3608 -2.5282
C 6.8651 0.1766 -2.0389
C 6.8755 1.3439 -1.2842
C 5.6906 2.0129 -0.9804
C 4.5152 1.4774 -1.4621
C 3.1208 1.8919 -1.3280
N 2.7051 2.9213 -0.6406
C 1.4496 3.2044 -0.3610
N 0.3785 2.3723 -0.5425
C -0.7394 3.0051 -0.0420
N -1.9470 2.5023 0.0166
C -2.3414 1.4154 -0.6119
N -1.5928 0.7243 -1.5222
C -2.4102 -0.1551 -2.1855
N -2.0669 -0.8500 -3.2308
C -0.8761 -1.0056 -3.7917
N 0.3418 -0.7104 -3.2411
C 0.3984 -2.3400 -5.7657
C 0.4721 -3.1745 -6.8758
C -3.7560 -0.0833 -1.6267
C -4.9426 -0.6977 -1.9811
C -6.0905 -0.3158 -1.2954
C -6.0465 0.6524 -0.2955
C -4.8544 1.2885 0.0436
C -3.7117 0.9023 -0.6300
C -0.3669 4.3225 0.4626
C -1.0935 5.3396 1.0490
C -0.3991 6.4760 1.4535
C 0.9768 6.5838 1.2829
C 1.7093 5.5611 0.6881
C 1.0138 4.4426 0.2700
N 2.3208 1.0340 -2.0323
H 1.6836 -4.5324 -7.9821
H 3.6412 -4.2785 -6.4823
H 3.5392 -2.6840 -4.5897
H 5.6724 -1.2709 -3.1121
H 7.7945 -0.3362 -2.2456
H 7.8166 1.7370 -0.9250
H 5.6873 2.9161 -0.3860
H -0.3945 -3.2856 -7.5146
H -4.9776 -1.4308 -2.7756
H -7.0419 -0.7527 -1.5674
H -6.9634 0.9294 0.2080
H -4.8169 2.0804 0.7805
H -2.1616 5.2503 1.1942
H -0.9389 7.2914 1.9150
H 1.4812 7.4843 1.6055
H 2.7798 5.6324 0.5519
S -1.1266 -1.5742 -5.4173
As -0.2227 -3.7578 -1.5410
S -1.8445 -3.3627 -0.3874
S 0.8520 -0.6512 0.0769
S 1.4530 -2.5013 -0.6017
F 3.7049 -3.0752 5.7006
C 2.6845 -2.6680 4.9499
C 2.5196 -3.2158 3.6895
C 1.4739 -2.7678 2.8994
C 0.6147 -1.7801 3.3724
C 0.7796 -1.2618 4.6542
C 1.8196 -1.7098 5.4512
Sb -0.9755 -1.0421 2.1521
C -1.1083 0.9202 2.9857
C -2.3133 1.4720 3.3996
C -2.3262 2.7359 3.9649
C -1.1314 3.4218 4.0913
F -1.1441 4.6464 4.6201
C 0.0782 2.8874 3.6791
C 0.0855 1.6241 3.1119
C -2.5882 -2.4082 2.5846
C -3.9132 -2.0561 2.3660
C -4.8797 -3.0490 2.3396
C -4.4884 -4.3677 2.4993
F -5.4095 -5.3241 2.3999
C -3.1706 -4.7275 2.7350
C -2.2079 -3.7325 2.7640
H 3.2012 -3.9784 3.3383
H 1.3398 -3.1912 1.9133
H 0.0999 -0.5122 5.0397
H 1.9699 -1.3266 6.4512
H -3.2367 0.9131 3.3144
H -3.2431 3.1896 4.3167
H 0.9888 3.4568 3.8098
H 1.0248 1.1810 2.7987
H -4.1998 -1.0247 2.2114
H -5.9221 -2.8150 2.1705
H -2.9071 -5.7677 2.8678
H -1.1701 -3.9978 2.9281

35
Properties=species:S:1:pos:R:3 method="wB97M-V/def2-TZVPD" charge=+2 max_force_ev_per_a=4.88 orbital_gap_ev=7.04 energy_ha=-2306.2756 de_lowest_kj_mol=144.1 multiplicity=1 e_lumo_ev=-7.64 homo_ev=-14.68
I 1.5937 -4.4293 -1.8992
I -0.9685 -4.4507 -1.1721
Al 0.3168 0.2001 -0.2869
P -0.2519 0.3947 -2.6362
C -1.8260 0.5950 -3.5059
C 0.6088 1.9474 -3.0284
H 1.6189 -0.9736 -3.2862
H 0.6469 -0.4800 -4.7086
H 0.1021 -1.8010 -3.6214
C 0.6055 -0.8307 -3.6695
H 1.6194 1.9198 -2.6114
H 0.6658 2.0886 -4.1143
H -1.6928 0.8503 -4.5644
H -2.4393 1.3838 -3.0669
H 0.0757 2.7947 -2.5841
H -2.4247 -0.3172 -3.4771
C -2.0189 -0.1796 -0.5149
O -3.1514 -0.1992 -0.3401
Cl 2.2814 -0.4876 -0.7686
C 1.4422 2.2114 3.9767
N 0.7558 1.0534 3.4093
C 0.4044 0.0391 4.2896
C -0.2200 -1.0673 3.8117
C -0.4673 -1.1747 2.4446
N -0.1252 -0.1558 1.6136
C 0.4380 0.9939 2.0888
O 0.6920 1.8448 1.1640
N -1.0113 -2.2356 1.8146
H 2.4571 2.3208 3.5620
H 1.5070 2.0218 5.0546
H 0.8404 3.1098 3.7854
H 0.6657 0.2538 5.3383
H -0.5192 -1.9118 4.4323
H -1.2643 -3.0828 2.2867
H -0.9568 -2.2463 0.7841

58
Properties=species:S:1:pos:R:3 method="wB97M-V/def2-TZVPD" charge=+2 max_force_ev_per_a=0.21 s2=0.762 orbital_gap_ev="8.34 / 8.25" energy_ha=-2894.6416 de_lowest_kj_mol=3.4 multiplicity=2 e_lumo_ev="-6.73 / -6.54" homo_ev="-15.08 / -14.79"
Cr 0.3510 -0.1926 -0.0232
O 2.1299 -0.7092 3.6550
C 1.5344 -0.3226 2.5683
O 1.4369 -1.0103 1.5455
C 0.9405 1.0334 2.5636
C 0.8977 1.9906 3.5584
C 0.2323 3.1831 3.2706
C -0.3605 3.3786 2.0287
C -0.2534 2.3620 1.0914
N 0.3840 1.2428 1.3762
C -0.8139 2.3068 -0.3113
O -1.5737 3.0985 -0.7695
O -0.3506 1.2084 -0.9478
H 2.4865 -1.6089 3.5646
H 1.3601 1.8164 4.5198
H 0.1760 3.9578 4.0230
H -0.8898 4.2885 1.7804
C 6.1454 0.8048 -2.5139
C 4.7795 0.5766 -1.9478
C 4.3753 -0.6758 -1.4898
C 3.1158 -0.8404 -0.9564
N 2.2318 0.1643 -0.8502
C 2.6110 1.3730 -1.2928
C 3.8543 1.6118 -1.8370
H 6.5704 -0.1139 -2.9126
H 6.8123 1.1673 -1.7287
H 6.1254 1.5574 -3.3000
H 5.0393 -1.5274 -1.5516
H 2.7903 -1.8084 -0.5982
H 1.8800 2.1655 -1.2235
H 4.0957 2.6079 -2.1828
C -0.7744 -1.1807 -3.3705
C -0.1844 -2.1139 -2.3741
C -0.0728 -3.5578 -2.7009
O 0.2270 -1.7005 -1.2846
H -1.6043 -1.6506 -3.8973
H -0.0041 -0.9743 -4.1213
H -1.0727 -0.2391 -2.9146
H 0.3833 -3.6798 -3.6854
H -1.0827 -3.9714 -2.7724
H 0.4922 -4.0941 -1.9443
C -3.8585 -0.9214 1.4619
S -2.6723 -0.9973 0.1347
O -1.3374 -0.7883 0.8875
C -2.7695 -2.7205 -0.2684
C -3.5405 -3.0623 -1.3721
C -3.6916 -4.4057 -1.6897
C -3.0622 -5.3737 -0.9181
C -2.2778 -5.0111 0.1723
C -2.1284 -3.6751 0.5092
H -3.5568 -1.6190 2.2411
H -4.8310 -1.1914 1.0515
H -3.8779 0.1037 1.8263
H -4.0238 -2.2968 -1.9686
H -4.3007 -4.6942 -2.5354
H -3.1842 -6.4195 -1.1661
H -1.7926 -5.7737 0.7663
H -1.5251 -3.3749 1.3566

50
Properties=species:S:1:pos:R:3 method="wB97M-V/def2-TZVPD" smiles="C#CCC1=C(N=C(C)C)C(=O)C(CB(O)O)=C(B(O)OC)C1=O.c1cc[nH]c1" max_force_ev_per_a=3.30 orbital_gap_ev=7.28 energy_ha=-1309.6678 de_lowest_kj_mol=279.3 multiplicity=1 e_lumo_ev=-0.96 homo_ev=-8.24
C -4.9631 3.4201 -3.1205
C -4.0879 3.5369 -2.2675
C -3.2437 3.3653 -0.9569
C -2.2450 2.1465 -0.9836
C -2.5311 0.8449 -1.3735
N -3.8406 0.4771 -1.8568
C -4.5981 -0.0743 -0.9486
C -5.7016 0.8030 -0.1857
C -4.5540 -1.6148 -0.5369
C -1.4008 -0.2833 -1.3163
O -1.5606 -1.3790 -1.8510
C -0.0416 -0.0456 -0.5220
C 0.8627 -1.3002 -0.2588
B 0.2493 -2.2464 0.9314
O -0.6450 -3.3029 0.5182
O 0.5847 -2.0910 2.3081
C 0.2277 1.2554 -0.1379
B 1.5720 1.6229 0.6716
O 1.6498 2.0595 2.0136
O 2.8121 1.5018 -0.0412
C 3.7874 2.4735 0.4265
C -0.7643 2.4349 -0.5169
O -0.2832 3.5720 -0.4535
H -5.7111 3.1674 -3.9213
H -2.5983 4.3035 -0.8771
H -3.8634 3.3295 -0.0159
H -5.2815 1.7674 0.2175
H -6.2604 0.1879 0.5867
H -6.4445 1.1005 -1.0049
H -4.3503 -2.2039 -1.4902
H -3.8016 -1.8396 0.2732
H -5.6253 -1.8822 -0.2412
H 0.7932 -1.9459 -1.2014
H 1.9606 -1.0742 -0.1200
H -0.0832 -4.0678 0.2661
H 1.3325 -2.7001 2.4834
H 0.9062 2.6538 2.2468
H 4.6648 2.4137 -0.2995
H 3.3759 3.5323 0.4850
H 4.1697 2.1541 1.4515
N 5.0733 -1.8414 0.4650
C 5.2364 -1.6886 1.8158
C 5.8456 -2.8192 2.2992
C 6.0637 -3.6852 1.1975
C 5.5796 -3.0540 0.0796
H 4.6477 -1.1665 -0.1496
H 4.9042 -0.7914 2.3147
H 6.1069 -3.0031 3.3302
H 6.5243 -4.6610 1.2211
H 5.5503 -3.3622 -0.9539

25
Properties=species:S:1:pos:R:3 method="wB97M-V/def2-TZVPD" charge=-1 smiles="Cc1oc(/C=C/c2occc2Cl)cc1C(=O)[O-]" max_force_ev_per_a=6.06 orbital_gap_ev=6.56 energy_ha=-1223.1936 de_lowest_kj_mol=26.6 multiplicity=1 e_lumo_ev=2.58 homo_ev=-3.98
O -3.9187 3.2276 -1.5792
O -3.8020 3.4946 0.5325
Cl 1.9457 -1.9079 3.2758
O 3.7849 -1.5713 -0.3023
O -1.2706 -0.0782 -0.8933
C -3.4762 2.8765 -0.4685
C 4.7258 -2.0293 0.4440
C 4.2456 -2.2094 1.7233
C -1.4359 1.6118 0.5158
C 2.9709 -1.8141 1.8147
C -2.5723 1.7307 -0.3356
C -0.6721 0.5464 0.1225
C 2.7869 -1.2410 0.5758
C -2.4550 0.6247 -1.1366
C 0.5768 0.0271 0.6411
C 1.4650 -0.7932 -0.0164
C -3.3848 0.2513 -2.2084
H 5.8147 -2.3119 0.1421
H 4.7876 -2.6147 2.6113
H -1.3951 2.2730 1.3361
H 0.9604 0.3859 1.6543
H 1.2831 -1.1196 -0.9966
H -4.4063 0.3069 -1.7973
H -3.1303 -0.7125 -2.6275
H -3.4283 1.0467 -3.0275

58
Properties=species:S:1:pos:R:3 method="wB97M-V/def2-TZVPD" charge=+2 max_force_ev_per_a=2.98 orbital_gap_ev=2.02 energy_ha=-2196.1619 de_lowest_kj_mol=214.2 multiplicity=1 e_lumo_ev=-13.28 homo_ev=-15.30
Tl -1.8941 2.7841 -0.1929
O -2.1024 5.8789 3.3877
C -1.6908 5.3103 2.2642
O -2.2926 5.4076 1.1658
O -0.8501 4.3751 2.2983
H -2.6065 6.5850 2.9126
C -1.7506 -3.1743 1.2940
C -3.0259 -2.6376 0.6912
O -2.9189 -2.5431 -0.7540
P -2.1117 -1.4008 -1.4785
O -2.1569 -0.0627 -0.7951
O -0.5993 -1.8998 -1.6821
C -0.2717 -3.1450 -2.3277
C 0.1855 -2.8094 -3.7236
O -2.6778 -1.3736 -2.9591
C -4.0086 -1.7508 -3.2737
C -4.5076 -0.6261 -4.1790
H -0.7929 -2.7616 0.9719
H -1.8347 -2.9939 2.3675
H -1.5928 -4.2388 1.1166
H -3.8821 -3.2946 0.8347
H -3.3490 -1.6357 0.9779
H 0.6821 -3.4467 -1.8784
H -0.9666 -3.9592 -2.1347
H -0.7120 -2.7582 -4.3463
H 0.6365 -1.8210 -3.8184
H 0.9633 -3.4684 -4.1062
H -3.9389 -2.6709 -3.8617
H -4.7406 -1.9207 -2.4849
H -5.4258 -0.9971 -4.6429
H -4.8725 0.1979 -3.5627
H -3.7953 -0.2953 -4.9285
C 3.4993 -2.0988 -0.1632
C 2.2756 -1.2975 0.1945
O 2.7259 0.0060 0.5558
P 1.7728 1.1229 1.1316
O 0.6101 1.4682 0.3175
O 2.7989 2.3253 1.3770
C 3.3963 2.9187 0.2330
C 4.9208 3.1454 0.2840
O 1.5424 0.6974 2.6511
C 0.9007 1.6544 3.5275
C 1.6250 1.7258 4.8345
H 4.1026 -2.2654 0.7307
H 3.2757 -3.0324 -0.6763
H 4.1693 -1.5419 -0.8213
H 1.6422 -1.2345 -0.6931
H 1.6986 -1.8309 0.9532
H 3.0894 2.5168 -0.7343
H 2.9214 3.9119 0.2659
H 5.1631 3.7753 1.1403
H 5.4112 2.1838 0.4401
H 5.2763 3.6599 -0.6050
H 0.7886 2.6382 3.0297
H -0.1942 1.5395 3.5775
H 2.5616 2.2050 4.5295
H 0.9295 2.1748 5.5395
H 1.9983 0.7787 5.2284

26
Properties=species:S:1:pos:R:3 method="wB97M-V/def2-TZVPD" charge=-1 max_force_ev_per_a=3.97 orbital_gap_ev=7.82 energy_ha=-631.6438 de_lowest_kj_mol=141.7 multiplicity=1 e_lumo_ev=3.24 homo_ev=-4.57
C 2.1853 2.6475 -0.7396
C 3.6011 1.9062 -0.5620
O 3.5327 0.6690 -0.3243
O 4.5209 2.6192 -0.8107
H 1.9468 3.3873 -1.4472
H 1.8261 3.0383 0.2165
H 1.4776 1.8568 -1.0299
C -2.2575 1.3050 1.3114
C 0.2395 0.6945 1.0637
C 0.0502 -1.2485 -0.0594
C -1.1310 0.4009 1.0421
C -1.2499 -0.8546 0.3904
C 0.2984 -2.4456 -0.7028
C -0.8134 -3.2079 -1.0439
C -2.3482 -1.7933 0.1778
C -2.1330 -2.9512 -0.5480
N 0.9571 -0.2734 0.4707
H 1.9560 -0.1225 -0.0216
H 0.7575 1.6318 1.4212
H 1.3426 -2.6811 -1.0762
H -2.8423 1.6503 0.3997
H -1.8972 2.1659 1.8002
H -0.5983 -4.1090 -1.6057
H -3.3324 -1.4161 0.4998
H -2.9861 -3.7713 -0.6766
H -3.1026 0.9018 1.8544

21
Properties=species:S:1:pos:R:3 method="wB97M-V/def2-TZVPD" max_force_ev_per_a=1.38 orbital_gap_ev=9.05 energy_ha=-2389.2925 de_lowest_kj_mol=1.8 multiplicity=1 e_lumo_ev=-0.20 homo_ev=-9.25
Zn 0.0635 0.1048 0.4654
C 0.2278 -3.8095 -0.2630
C 0.1262 -2.3227 -0.1147
O -0.6381 -1.8275 0.7678
O 0.9123 -1.5661 -0.7438
H -0.7557 -4.2767 -0.2278
H 0.8376 -4.1550 0.5734
H 0.7146 -4.1483 -1.1739
C -0.5958 3.1728 -1.9951
C -0.2417 1.9433 -1.1741
O 0.8498 1.8403 -0.5493
O -1.1093 1.0334 -0.9840
H -1.5132 2.9842 -2.5467
H 0.2373 3.4275 -2.6415
H -0.8301 3.9623 -1.2810
O 1.6939 -0.1046 1.7527
H 2.3503 0.5208 2.0833
H 1.9069 -0.9556 2.1573
O -1.1613 1.1365 1.8175
H -1.9122 1.5485 1.3638
H -1.1626 1.4916 2.7135

80
Properties=species:S:1:pos:R:3 method="wB97M-V/def2-TZVPD" max_force_ev_per_a=3.81 s2=6.057 orbital_gap_ev="5.88 / 6.20" energy_ha=-2697.4899 de_lowest_kj_mol=139.9 multiplicity=5 e_lumo_ev="-0.64 / -2.86" homo_ev="-6.52 / -9.06"
P -0.7103 0.7353 -0.0789
C -2.2287 -0.3558 -0.6621
C -3.2211 0.2463 -1.6801
C -4.3905 -0.7178 -1.9385
C -3.9165 -2.1136 -2.3794
C -2.8417 -2.6796 -1.4437
C -1.6975 -1.6847 -1.2013
C 0.2836 1.0609 -1.6923
C -0.4469 1.2212 -3.0298
C 0.5609 1.5724 -4.1441
C 1.7208 0.5696 -4.2274
C 2.4036 0.3486 -2.8627
C 1.3767 -0.0069 -1.7769
C -1.6110 2.3828 -0.1823
C -2.7958 2.4045 0.8014
C -3.5916 3.7088 0.6296
C -2.7127 4.9595 0.7003
C -1.4390 4.8826 -0.1438
C -0.6576 3.5688 0.0313
H -2.7696 -0.5572 0.2802
H -2.6989 0.4360 -2.6285
H -3.6287 1.2177 -1.3647
H -5.0533 -0.2915 -2.7057
H -4.9829 -0.8042 -1.0184
H -4.7751 -2.8022 -2.4383
H -3.4797 -2.0238 -3.3840
H -3.2811 -2.9346 -0.4716
H -2.4241 -3.6003 -1.8699
H -0.9911 -2.1001 -0.4656
H -1.1537 -1.4971 -2.1437
H 0.7945 2.0193 -1.5078
H 0.9581 2.5813 -3.9618
H -1.2062 2.0186 -2.9990
H -0.9635 0.2866 -3.2962
H 0.0429 1.5980 -5.1132
H 2.4710 0.9171 -4.9543
H 1.3324 -0.3979 -4.5824
H 3.1393 -0.4658 -2.9355
H 2.9373 1.2612 -2.5536
H 1.8552 -0.1057 -0.7794
H 0.9015 -0.9734 -2.0225
H -2.0347 2.5381 -1.1947
H -3.4675 1.5472 0.6377
H -2.4017 2.3062 1.8225
H -4.1054 3.6753 -0.3406
H -4.3722 3.7607 1.3966
H -2.3988 5.0759 1.7411
H -3.3105 5.8398 0.4127
H -0.7865 5.7252 0.0988
H -1.6995 4.9751 -1.2051
H 0.1534 3.5457 -0.7110
H -0.1806 3.4854 1.0183
Pt 0.9065 -0.2073 1.7134
Cl 2.5345 1.4447 1.5287
Cl -0.6995 -1.8564 1.9306
C 2.5070 -1.3821 1.4662
H 3.4006 -1.1477 2.0841
C 2.7511 -2.5108 0.6361
C 4.0476 -3.1301 0.7941
C 4.3429 -4.2699 0.0699
C 3.3670 -4.7755 -0.8393
C 2.1358 -4.1135 -1.0937
C 1.8230 -2.9781 -0.3433
H 4.7854 -2.6222 1.4369
H 5.3342 -4.7319 0.1613
H 1.4586 -4.4509 -1.9002
H 0.9092 -2.3883 -0.4842
H 3.6061 -5.6823 -1.4148
N 3.7473 -1.2975 8.9426
C 3.3614 -1.2881 7.8385
C 2.8773 -1.1587 6.4827
C 3.2684 -0.0310 5.7585
C 2.7131 0.1639 4.4877
N 1.8140 -0.6641 3.9545
C 1.3656 -1.6978 4.6873
C 1.9499 -2.0503 5.9152
H 4.0138 0.6835 6.1163
H 3.0205 1.0197 3.8886
H 0.5048 -2.2600 4.2929
H 1.6486 -2.9767 6.4099

19
Properties=species:S:1:pos:R:3 method="wB97M-V/def2-TZVPD" charge=+1 max_force_ev_per_a=2.79 orbital_gap_ev=8.93 energy_ha=-323.6060 de_lowest_kj_mol=189.7 multiplicity=1 e_lumo_ev=-3.57 homo_ev=-12.50
C 1.6092 0.6251 -0.7129
C 1.1926 -0.8459 -0.6228
C -0.2569 -1.0165 -0.0120
N -2.4373 -0.5874 1.9012
C -1.2197 0.0266 1.9352
N -0.2614 -0.0649 1.0980
N 0.7888 1.4489 -1.6667
H 2.6554 0.8125 -0.8941
H 1.6128 0.9308 0.3511
H 1.8694 -1.4402 -0.0105
H 1.1560 -1.2112 -1.6628
H -0.5582 -2.0585 0.3149
H -0.9113 -0.7158 -0.8256
H -3.1865 -0.3371 2.5377
H -2.6363 -1.3408 1.2633
H -1.1469 0.6586 2.8219
H -0.1382 1.1339 -1.9705
H 1.3263 1.5955 -2.5312
H 0.5421 2.3862 -1.3144